Run A
{"formula": "C3IO2", "method": "ωB97M-V with the def2-TZVPD basis set", "elements": ["O", "C", "O", "C", "C", "I"], "xyz": [[-0.5181, 1.0368, -1.3615], [-0.4564, -0.1798, -1.2097], [-0.3845, -1.1704, -1.8972], [-0.1745, -0.3609, 0.2294], [0.3096, 0.1495, 1.1921], [1.2238, 0.5247, 3.0469]], "smiles": "O=C([O-])C#CI", "charge": -1, "e_homo_ev": -4.307, "orbital_gap_ev": 6.9}

***

Run B
{"formula": "C3IO2", "method": "ωB97M-V with the def2-TZVPD basis set", "elements": ["O", "C", "O", "C", "C", "I"], "xyz": [[2.1276, 0.8813, 0.2578], [1.3617, 0.0092, 0.0234], [1.4657, -1.1591, -0.1686], [-0.1837, 0.3223, -0.0840], [-1.3488, 0.1010, -0.0538], [-3.4224, -0.1546, 0.0253]], "smiles": "O=C([O-])C#CI", "charge": -1, "e_homo_ev": -4.510, "orbital_gap_ev": 7.1}

***

Of them, the most stable is run B and the least stable is run A.

***

Run A
{"formula": "C6H9O2", "method": "ωB97M-V with the def2-TZVPD basis set", "elements": ["C", "C", "C", "C", "C", "C", "O", "O", "H", "H", "H", "H", "H", "H", "H", "H", "H"], "xyz": [[0.9827, 1.8054, -1.1860], [0.1018, 1.2559, -0.3811], [-0.2507, -0.2763, 0.0162], [-0.0918, -0.2692, 1.5791], [0.7191, -1.2949, -0.4919], [-1.8426, -0.4352, -0.2884], [-2.5840, 0.1509, 0.5037], [-2.1199, -1.1854, -1.2666], [0.9487, 2.7839, -1.3367], [1.7808, 1.1924, -1.6387], [-0.5656, 1.8030, 0.1151], [-0.7896, 0.2104, 2.2466], [0.9214, 0.2281, 1.9744], [-0.0522, -1.4271, 1.9521], [1.5042, -1.4185, 0.1685], [0.2371, -2.2741, -0.5677], [1.1005, -0.8493, -1.3987]], "smiles": "C=CC(C)(C)C(=O)[O-]", "charge": -1, "e_homo_ev": -4.055, "orbital_gap_ev": 7.9}

***

Run B
{"formula": "C6H9O2", "method": "ωB97M-V with the def2-TZVPD basis set", "elements": ["O", "C", "O", "C", "C", "C", "C", "C", "H", "H", "H", "H", "H", "H", "H", "H", "H"], "xyz": [[1.5883, -0.8502, 2.1700], [0.5095, -0.5215, 1.6344], [-0.5114, -1.2068, 1.4162], [0.5117, 0.9028, 1.1089], [-0.2425, 1.2778, -0.0311], [0.3571, 0.5839, -1.2937], [-1.7559, -0.1158, -2.3650], [-0.6594, 0.6132, -2.4355], [1.4352, 1.4050, 1.3911], [-0.3190, 2.3532, -0.2157], [1.6466, -2.2560, -1.9479], [-1.2556, 0.9025, 0.1024], [0.3100, -0.4917, -1.1033], [1.3461, 0.9698, -1.5040], [-1.8529, -0.8375, -1.5354], [-2.5250, -0.2012, -3.1243], [1.2011, -2.2732, -1.3553]], "charge": -1, "e_homo_ev": -3.032, "orbital_gap_ev": 4.8}

***

Of them, the most stable is run A and the least stable is run B.

***

Run A
{"formula": "C4H5ClN2O", "method": "ωB97M-V with the def2-TZVPD basis set", "elements": ["C", "N", "Cl", "C", "C", "C", "N", "O", "H", "H", "H", "H", "H"], "xyz": [[-1.3466, -1.6172, -0.1612], [-1.1727, -0.1430, -0.2908], [-2.3951, 0.8588, 0.8261], [0.0903, 0.2970, -0.0719], [0.6377, 1.5528, -0.2137], [2.0025, 1.3322, 0.2169], [2.2358, 0.0862, 0.4101], [1.0246, -0.5379, 0.3680], [-1.4314, -2.1591, 0.8126], [-2.1725, -1.8898, -0.7283], [-0.3912, -2.0519, -0.5827], [0.1230, 2.2682, -0.7088], [2.7955, 2.0036, 0.1238]], "smiles": "CN(Cl)c1ccno1", "e_homo_ev": -9.140, "orbital_gap_ev": 8.2}

***

Run B
{"formula": "C4H5ClN2O", "method": "ωB97M-V with the def2-TZVPD basis set", "elements": ["C", "C", "C", "C", "N", "N", "O", "Cl", "H", "H", "H", "H", "H"], "xyz": [[0.7323, 0.9290, -0.3067], [0.8931, 0.0438, 0.7699], [-1.0798, -0.2527, -1.1461], [-0.4466, -1.4165, -0.4234], [-0.1808, 0.8275, -1.2020], [0.3523, -1.1787, 0.5976], [-2.3229, 0.2459, -0.5999], [-0.9077, -3.0480, -0.9104], [1.4684, 1.7575, -0.2034], [1.4215, 0.3889, 1.7097], [-1.4756, -0.4266, -2.1053], [0.6240, -1.8832, 1.2264], [-2.0536, 1.0251, -0.1863]], "e_homo_ev": [-7.788, -7.788], "orbital_gap_ev": [8.0, 8.0]}

***

Run C
{"formula": "C4H5ClN2O", "method": "ωB97M-V with the def2-TZVPD basis set", "elements": ["O", "N", "C", "C", "C", "C", "N", "H", "H", "H", "H", "Cl", "H"], "xyz": [[1.8868, -0.8393, 0.5209], [0.6878, -0.4322, 0.3590], [0.2708, 0.2381, -0.7475], [-1.0202, 0.4532, -1.0308], [-1.9854, 0.0158, -0.1978], [-1.5140, -0.5971, 1.0271], [-0.2183, -0.8509, 1.2022], [1.0925, 0.6824, -1.3899], [-1.2345, 0.8380, -2.0015], [-2.9768, 0.3360, -0.3846], [-2.1796, -0.7731, 1.9149], [4.0999, 0.9355, 0.1988], [3.0910, -0.0065, 0.5293]], "smiles": "[O-][n+]1ccccn1.Cl", "e_homo_ev": [-9.798, -9.798], "orbital_gap_ev": [9.1, 9.1]}

***

Of them, the most stable is run B and the least stable is run A.

***

Run A
{"formula": "C3H5NO4", "method": "ωB97M-V with the def2-TZVPD basis set", "elements": ["N", "C", "O", "C", "C", "O", "H", "H", "H", "O", "O", "H", "H"], "xyz": [[-2.4415, 0.8368, -0.2646], [-1.3385, 1.1890, 0.4342], [-1.3093, 2.0541, 1.2679], [-0.0563, 0.3802, 0.0520], [-0.5022, -0.8148, 0.2843], [-1.0716, -1.8315, 0.3352], [-2.4334, 0.1150, -0.9622], [-3.2927, 1.3539, -0.1090], [0.8948, 0.8172, 0.2735], [2.3089, -1.4355, -0.4561], [3.3167, -0.5771, 0.0665], [1.8743, -0.8895, -1.1219], [4.0509, -1.1978, 0.2002]], "smiles": "NC(=O)C=C=O.OO", "e_homo_ev": -9.688, "orbital_gap_ev": 10.3}

***

Run B
{"formula": "C3H5NO4", "method": "ωB97M-V with the def2-TZVPD basis set", "elements": ["C", "C", "C", "N", "O", "O", "O", "O", "H", "H", "H", "H", "H"], "xyz": [[0.2800, 0.3942, -0.0935], [-0.5851, -0.9426, -0.3213], [0.1079, 0.8499, 1.2716], [0.8268, 0.2206, 2.3109], [1.4195, -0.8064, 2.0301], [0.8204, 0.7527, 3.4006], [-1.8351, -0.6552, 0.1541], [-1.7876, -0.4997, 1.4671], [1.3027, 0.0734, -0.2978], [-0.0666, 1.1328, -0.8109], [-0.6504, -1.1646, -1.3849], [-0.0846, -1.7299, 0.2555], [-0.4569, 1.7233, 1.5557]], "e_homo_ev": [-10.712, -9.622], "orbital_gap_ev": [9.0, 8.2]}

***

Of them, the most stable is run A and the least stable is run B.

***

Run A
{"formula": "C4H7NSSi", "method": "ωB97M-V with the def2-TZVPD basis set", "elements": ["C", "C", "C", "C", "Si", "N", "S", "H", "H", "H", "H", "H", "H", "H"], "xyz": [[1.4363, 0.6285, -2.3447], [0.7129, 0.4794, -1.0853], [0.0196, 0.3429, -0.0679], [-0.8197, -0.1108, 1.0057], [-0.5290, -1.8503, 1.6602], [-1.6581, 0.6726, 1.6009], [-1.9501, 2.2771, 1.3732], [1.6019, -0.3833, -2.9359], [0.9329, 1.3022, -3.1398], [2.4850, 1.1570, -2.2245], [-0.4076, -1.9889, 3.1039], [0.7494, -2.3737, 0.9125], [-1.8179, -2.6890, 1.3776], [-0.7556, 2.5362, 0.7640]], "smiles": "CC#C/C([SiH3])=N\\S", "e_homo_ev": -8.623, "orbital_gap_ev": 8.6}

***

Run B
{"formula": "C4H7NSSi", "method": "ωB97M-V with the def2-TZVPD basis set", "elements": ["C", "C", "C", "C", "N", "Si", "S", "H", "H", "H", "H", "H", "H", "H"], "xyz": [[-1.9462, 1.0696, 0.0849], [-0.6205, 0.7544, -0.0449], [-0.4575, -0.6315, 0.0460], [0.5009, 1.7437, -0.1754], [-1.5676, -1.3095, 0.2918], [1.5647, -2.0402, -0.0013], [-2.8495, -0.3972, 0.2106], [-2.4990, 1.9381, -0.0115], [1.3494, 1.1665, 0.2736], [0.5915, 2.0490, -1.3002], [0.1359, 2.4966, 0.5191], [2.3154, -1.3032, 1.0454], [2.0711, -1.9192, -1.3546], [1.4113, -3.6171, 0.4164]], "e_homo_ev": -9.102, "orbital_gap_ev": 9.5}

***

Of them, the most stable is run B and the least stable is run A.

***

Run A
{"formula": "C5H8O2S", "method": "ωB97M-V with the def2-TZVPD basis set", "elements": ["O", "C", "C", "C", "S", "C", "C", "O", "H", "H", "H", "H", "H", "H", "H", "H"], "xyz": [[-0.8104, 1.0081, -2.0838], [-1.1918, 0.4464, -0.8475], [0.0144, -0.2215, -0.1774], [0.4949, -1.3894, -1.0014], [0.1811, -2.9387, -0.7079], [-0.0657, -0.3866, 1.3443], [0.9986, 0.7147, 1.3745], [1.0726, 0.7601, -0.0701], [-0.0543, 1.5785, -1.8819], [-1.9811, -0.2777, -1.0227], [-1.5780, 1.2018, -0.1531], [1.0729, -1.1056, -1.8559], [0.2641, -1.3740, 1.7144], [-1.0150, -0.1280, 1.7703], [1.9492, 0.4328, 1.7857], [0.6483, 1.6790, 1.8126]], "smiles": "OC[C@]1(C=S)CCO1", "e_homo_ev": -8.886, "orbital_gap_ev": 8.6}

***

Run B
{"formula": "C5H8O2S", "method": "ωB97M-V with the def2-TZVPD basis set", "elements": ["C", "O", "C", "O", "C", "C", "C", "S", "H", "H", "H", "H", "H", "H", "H", "H"], "xyz": [[-1.7423, 1.8070, -0.4825], [-1.1383, 0.5566, -0.7840], [-0.2336, 0.1883, 0.1800], [-0.7379, 0.6280, 1.4385], [0.1274, -1.3318, 0.2744], [1.5326, -1.6069, -0.1458], [2.3106, -0.6026, -0.3999], [1.5539, 0.9362, -0.2750], [-1.9064, 1.7671, 0.5339], [-2.6146, 1.8898, -1.1395], [-1.1152, 2.7064, -0.8743], [-0.4694, 0.0318, 2.2190], [-0.4396, -1.9237, -0.5697], [-0.1314, -1.7224, 1.2148], [1.6776, -2.7449, -0.3512], [3.3267, -0.5789, -0.8387]], "smiles": "CO[C@@]1(O)CC=CS1", "e_homo_ev": -8.077, "orbital_gap_ev": 8.8}

***

Run C
{"formula": "C5H8O2S", "method": "ωB97M-V with the def2-TZVPD basis set", "elements": ["C", "C", "C", "C", "C", "H", "H", "H", "H", "H", "H", "H", "H", "O", "O", "S"], "xyz": [[0.4538, -1.7870, -2.2574], [0.6710, -0.2262, -0.2824], [0.7692, 1.0109, 0.6268], [-0.6621, 1.5568, 0.9442], [-1.8488, 0.9214, 1.0692], [1.0944, -2.2011, -0.8300], [-0.9001, -2.0942, -2.6179], [1.6428, -2.3263, -3.3457], [1.3588, 1.9352, 0.1716], [0.8613, -0.0337, 2.3329], [-0.6387, 2.3704, 1.7248], [-2.0568, 0.1462, 0.4065], [-2.7879, 1.1775, 1.7256], [0.2189, -1.3208, 0.2857], [1.3244, 0.7888, 1.9052], [0.4998, 0.0820, -1.8591]], "e_homo_ev": -9.435, "orbital_gap_ev": 9.1}

***

Of them, the most stable is run A and the least stable is run C.

***

Run A
{"formula": "C2H6O2Si", "method": "ωB97M-V with the def2-TZVPD basis set", "elements": ["C", "Si", "O", "H", "H", "H", "H", "C", "O", "H", "H"], "xyz": [[0.5801, 0.2973, 1.0132], [1.1195, -0.2037, -0.6740], [0.5847, 0.5523, -1.8932], [0.0516, 1.1957, 0.7963], [-0.1213, -0.5169, 1.2221], [1.4619, 0.4780, 1.6035], [2.1816, -1.2318, -0.8302], [-2.3074, 0.0745, -0.9945], [-1.9775, -0.7373, -0.1553], [-3.1248, -0.0593, -1.6839], [-1.8029, 1.0902, -1.2110]], "smiles": "C[SiH]=O.C=O", "e_homo_ev": -9.947, "orbital_gap_ev": 10.2}

***

Run B
{"formula": "C2H6O2Si", "method": "ωB97M-V with the def2-TZVPD basis set", "elements": ["C", "C", "O", "O", "Si", "H", "H", "H", "H", "H", "H"], "xyz": [[0.8097, 1.4198, 1.1844], [-0.9044, -1.0005, -1.4373], [-0.4167, 0.9053, 0.8257], [1.7277, 0.4705, 0.8041], [-0.0780, -0.5346, 0.1451], [0.7887, 2.4337, 0.7647], [1.0147, 1.5083, 2.3623], [-1.6824, -1.7714, -1.2564], [-1.3908, -0.1201, -1.8677], [-0.2517, -1.4292, -2.2596], [0.3832, -1.8819, 0.7346]], "e_homo_ev": -8.969, "orbital_gap_ev": 9.1}

***

Of them, the most stable is run B and the least stable is run A.

***

Run A
{"formula": "C2H4O2", "method": "ωB97M-V with the def2-TZVPD basis set", "elements": ["C", "C", "O", "O", "H", "H", "H", "H"], "xyz": [[0.1420, 1.3446, 0.8232], [-0.5052, -0.7328, -0.5142], [-0.6313, 2.2424, 0.8318], [0.5351, -1.5658, -0.2411], [1.1118, 1.2951, 1.3248], [-0.5643, -0.2634, -1.4798], [-1.4026, -1.0012, 0.0082], [1.3146, -1.3190, -0.7529]], "e_homo_ev": [-7.663, -7.422], "orbital_gap_ev": [8.4, 8.1]}

***

Run B
{"formula": "C2H4O2", "method": "ωB97M-V with the def2-TZVPD basis set", "elements": ["O", "C", "O", "C", "H", "H", "H", "H"], "xyz": [[-0.2741, 0.9880, -1.1648], [-0.1120, -0.0492, -0.0208], [-1.0643, -0.8352, 0.2377], [1.1644, -0.0483, 0.8981], [0.1334, -0.0471, -1.1999], [1.9576, -0.6002, 0.3670], [0.8768, -0.9058, 1.7734], [1.4250, 0.9156, 1.2128]], "e_homo_ev": -10.991, "orbital_gap_ev": 10.7}

***

Run C
{"formula": "C2H4O2", "method": "ωB97M-V with the def2-TZVPD basis set", "elements": ["C", "O", "C", "O", "H", "H", "H", "H"], "xyz": [[0.9310, -0.1040, -0.3278], [0.2914, -0.4192, 0.8932], [-2.1258, 0.2671, 0.5979], [-2.3052, -0.0989, -0.4615], [0.2797, 0.4247, -1.0418], [1.2148, -1.0565, -0.7846], [1.8388, 0.4931, -0.1681], [-0.1604, 0.3577, 1.2491]], "e_homo_ev": -10.534, "orbital_gap_ev": 11.6}

***

Of them, the most stable is run C and the least stable is run A.